Version w
The following is a DFT calculation (wB97M-V/def2-TZVPD) of a cluster of 2 separate species, C4H11O in total.

gap between HOMO and LUMO = 0.2288 hartree
HOMO energy = -0.0757 Ha
E_LUMO = 4.2 eV
charge = -1

Atoms and positions in Å:
C -2.6189 1.8912 0.3292
O -1.3091 1.5084 0.3918
H -2.8754 2.7581 0.9653
H -3.3076 1.0587 0.6039
H -2.9176 2.1857 -0.7073
C 1.4020 0.3951 -0.4207
C 1.3676 -0.8570 0.4438
C 0.9124 -2.1114 -0.2982
H 0.4791 0.9661 -0.2432
H 2.2843 1.0066 -0.2542
H 1.4148 0.2053 -1.5024
H 2.3372 -1.0684 0.8632
H 0.6886 -0.6871 1.2654
H 0.7858 -2.9499 0.3971
H 1.4804 -2.3277 -1.2005
H -0.1235 -1.9739 -0.6331

---

Version x
The following is a DFT calculation (wB97M-V/def2-TZVPD) of a cluster of 2 separate species, C4H11O in total.

gap between HOMO and LUMO = 0.1903 hartree
HOMO energy = -0.0560 Ha
E_LUMO = 3.7 eV
charge = -1

Atoms and positions in Å:
C 2.0698 -3.5816 1.7119
O 2.0102 -2.4223 0.9639
H 3.0709 -4.0958 1.5733
H 1.7538 -3.3300 2.7313
H 1.3270 -4.3368 1.4267
C -1.9386 1.2763 -0.0436
C -0.6159 1.9580 -0.3804
C -0.1483 1.6444 -1.7867
H -2.2237 0.4808 -0.7715
H -2.8067 1.8416 -0.1834
H -1.8908 0.9067 1.0106
H 0.2057 1.7459 0.3679
H -0.9172 3.0376 -0.1572
H 0.4237 2.4841 -2.1279
H 0.6345 0.8797 -1.7720
H -0.9544 1.5114 -2.5629

---

The data favor version w; the next most stable structure lies 0.945 eV above it.

---

Version w
The following is a DFT calculation (wB97M-V/def2-TZVPD) of a structure of composition C7H14N2O2.

gap between HOMO and LUMO = 0.3644 hartree
HOMO energy = -0.3432 Ha
E_LUMO = 0.6 eV
charge = 0

Atoms and positions in Å:
C -0.5835 2.6852 -0.2212
C 0.3514 -0.9148 0.6003
C 1.7953 -0.8699 1.0323
C -0.5876 1.2223 -0.3294
C -1.9606 -0.2102 -2.0642
C -0.5255 0.8683 2.1225
C -0.6866 0.6575 -1.7467
N -0.3851 0.3396 0.6906
N 2.7075 0.0640 0.3431
O 0.6292 2.5332 -0.4640
O -1.3774 3.5646 -0.0636
H 0.2142 -1.1711 -0.5128
H -0.2760 -1.7024 1.1834
H 1.9289 -0.7346 2.0764
H 2.1127 -1.9256 0.7351
H -2.7733 0.3442 -2.3382
H -1.9451 -0.8928 -1.2768
H -1.7785 -0.6650 -2.9520
H -0.8683 0.0263 2.8456
H 0.4483 1.0864 2.4193
H -1.0661 1.8057 2.1469
H -0.5328 1.3792 -2.5001
H 0.1631 0.0264 -1.8181
H 2.2134 0.9726 0.0854
H 3.1819 -0.3546 -0.4559

---

Version x
The following is a DFT calculation (wB97M-V/def2-TZVPD) of an isolated molecule of C7H14N2O2.

gap between HOMO and LUMO = 0.3588 hartree
HOMO energy = -0.3382 Ha
E_LUMO = 0.6 eV
charge = 0

Atoms and positions in Å:
C -2.0735 -1.0334 0.6046
C -0.1855 0.6557 -0.2728
C -1.0123 1.5594 -1.2594
C -0.1558 1.3629 1.0369
C 1.1181 0.4465 -0.8993
C 2.1140 -0.5110 -0.3092
C 1.9533 -1.1860 1.0474
H -2.4164 -0.2394 1.2308
H -2.8003 -1.2460 -0.1784
H -1.9160 -1.9075 1.1854
H -1.9578 1.8568 -0.9118
H -0.3849 2.4363 -1.5100
H -1.2407 1.1674 -2.2783
H -1.1949 1.3155 1.4989
H 0.5893 0.9706 1.7692
H 0.2154 2.4047 0.7944
H 1.6581 1.3944 -1.0004
H 0.9798 0.0960 -1.9239
H 2.5246 -2.1578 1.0988
H 2.4855 -0.5235 1.7239
H 0.9502 -1.2614 1.4197
N -0.8427 -0.6557 -0.1399
N -0.4549 -1.6194 -0.9675
O -1.1216 -2.6270 -0.8958
O 3.1691 -0.6981 -0.8633

---

The data favor version w; the next most stable structure lies 0.389 eV above it.

---

Version w
The following is a DFT calculation (wB97M-V/def2-TZVPD) of the ion C6H8N3O3S with charge -1.

gap between HOMO and LUMO = 0.2988 hartree
HOMO energy = -0.1657 Ha
E_LUMO = 3.6 eV
charge = -1

Atoms and positions in Å:
C 1.2458 -0.7183 -2.0507
C -0.0572 -1.0320 -1.2523
C 2.2274 0.0332 -1.6536
C -0.2504 -0.0949 -0.2670
C 2.1089 0.6218 -0.2616
C 0.6048 1.0930 -0.0527
N -3.5610 -0.2933 0.7241
N -2.5214 -0.4502 0.0237
N -1.2762 -0.2417 0.6049
O 0.4048 -0.7996 2.3740
O -1.9807 -0.9625 2.9375
O -0.9756 1.2033 2.7723
S -0.8910 -0.1687 2.3882
H 1.2315 -1.0478 -3.0441
H -0.6972 -1.7698 -1.5531
H 2.8606 0.4789 -2.3567
H 2.3486 -0.1802 0.4853
H 2.7927 1.4278 -0.0159
H 0.3732 1.7534 -0.9046
H 0.4025 1.4646 1.0817
H -4.3903 -0.3170 0.0207

---

Version x
The following is a DFT calculation (wB97M-V/def2-TZVPD) of the ion C6H8N3O3S with charge -1.

gap between HOMO and LUMO = 0.2766 hartree
HOMO energy = -0.1700 Ha
E_LUMO = 2.9 eV
charge = -1

Atoms and positions in Å:
C 0.5889 2.2983 -0.2920
C -1.4185 0.0440 -0.5352
C -2.1985 -1.0835 0.2039
C -0.2117 0.6709 1.4502
C -1.2050 1.3338 0.5006
C 1.7815 -2.0607 -0.5944
N -0.6743 2.4168 -0.1332
N -0.9284 0.0381 -1.6718
N 1.8531 0.1100 -0.6731
O -3.4101 -0.8314 0.1691
O -1.5871 -2.0108 0.7936
O 2.6660 -0.9621 -0.3940
S 1.4521 0.9898 0.6418
H 1.3034 2.9955 -0.5797
H 0.0374 1.1541 2.4946
H -0.4187 -0.3767 1.6421
H -2.1959 1.3763 0.9512
H 2.3406 -2.8472 -0.0945
H 1.7854 -2.2665 -1.6620
H 0.7441 -1.7795 -0.1809
H -0.3044 0.7907 -2.0363

---

The data favor version w; the next most stable structure lies 2.247 eV above it.

---

Version w
The following is a DFT calculation (wB97M-V/def2-TZVPD) of a cluster of 2 separate species, C2H2Br2O in total.

gap between HOMO and LUMO = 0.3320 hartree
HOMO energy = -0.3405 Ha
E_LUMO = -0.2 eV
charge = 0

Atoms and positions in Å:
C -1.0895 0.8453 0.1949
C -1.0746 -0.4105 -0.0241
O -1.0520 2.0091 0.4296
Br 3.9842 -1.0814 -0.1437
Br -2.7789 -1.2609 0.0506
H 4.2544 -2.3987 -0.8397
H -0.2201 -0.9929 -0.4730

---

Version x
The following is a DFT calculation (wB97M-V/def2-TZVPD) of a cluster of 2 separate species, C2H2Br2O in total.

gap between HOMO and LUMO = 0.3231 hartree
HOMO energy = -0.3394 Ha
E_LUMO = -0.4 eV
charge = 0

Atoms and positions in Å:
C 0.4028 -0.6310 -0.6334
C 1.1761 0.4311 -0.5790
O -0.2001 -1.6268 -0.5694
Br -2.5378 0.3527 0.6501
Br 2.4209 0.7725 0.8060
H -1.9499 -0.7338 1.1561
H 0.6880 1.4353 -0.8304

---

The data favor version w; the next most stable structure lies 0.151 eV above it.

---

Version w
The following is a DFT calculation (wB97M-V/def2-TZVPD) of an isolated molecule of C4H6ClF.

gap between HOMO and LUMO = 0.4039 hartree
HOMO energy = -0.3731 Ha
E_LUMO = 0.8 eV
charge = 0

Atoms and positions in Å:
C 0.1953 0.1802 1.5531
C -0.1066 -0.6398 0.3256
C 0.3548 -0.0212 -0.9622
C -0.2636 0.6491 -1.9434
H -0.4875 1.0973 1.6373
H 1.2507 0.3915 1.5806
H 0.5793 -1.5524 0.3905
H 1.4648 -0.1273 -0.9884
H 0.2207 1.3475 -2.5787
H -1.3546 0.8333 -1.9998
F -0.1003 -0.6913 2.6338
Cl -1.7529 -1.4670 0.3514

---

Version x
The following is a DFT calculation (wB97M-V/def2-TZVPD) of an isolated molecule of C4H6ClF.

gap between HOMO and LUMO = 0.3958 hartree
HOMO energy = -0.3618 Ha
E_LUMO = 0.9 eV
charge = 0

Atoms and positions in Å:
C 1.2891 0.3653 0.4927
C -0.0436 0.1936 -0.0212
C -0.7143 1.2424 -0.5545
C -0.7127 -1.1285 0.0435
H 1.4279 0.0817 1.5251
H 1.6396 1.3711 0.3488
H -0.3867 2.2493 -0.7180
H -1.7549 1.0030 -0.7515
H -0.3063 -1.8582 -0.7212
H -0.6251 -1.5887 1.0404
F -2.0746 -1.1292 -0.2325
Cl 2.2616 -0.8018 -0.4516

---

Version y
The following is a DFT calculation (wB97M-V/def2-TZVPD) of an isolated molecule of C4H6ClF.

gap between HOMO and LUMO = 0.3829 hartree
HOMO energy = -0.3509 Ha
E_LUMO = 0.9 eV
charge = 0

Atoms and positions in Å:
C 1.6833 1.0003 -0.0156
C 0.6724 -0.0895 0.0719
C -0.6292 0.1478 0.0046
C -1.6995 -0.9402 0.0193
H 2.4425 1.0095 0.8124
H 1.1937 1.9676 -0.0577
H 2.2714 0.9184 -0.9198
H -0.9148 1.1612 0.0021
H -1.6563 -1.6054 -0.8321
H -1.7082 -1.5082 0.9622
F -2.9409 -0.3456 -0.0324
Cl 1.2856 -1.7158 -0.0151

---

The data favor version y; the next most stable structure lies 0.358 eV above it.

---

Version w
The following is a DFT calculation (wB97M-V/def2-TZVPD) of a structure of composition C2H8N4O.

gap between HOMO and LUMO (alpha / beta) = 0.2734 / 0.2739 hartree
HOMO energy (alpha / beta) = -0.2789 / -0.2794 Ha
E_LUMO (alpha / beta) = -0.1 / -0.1 eV
charge = 0

Atoms and positions in Å:
C 0.5674 0.4970 -0.2318
C -2.3910 0.9330 0.0185
N 0.0826 -0.5027 0.5678
N 0.3748 -1.7137 0.1839
O -1.4633 0.0788 -0.5623
N 2.3241 0.5014 0.4158
N 2.9509 -0.4398 0.0094
H 0.0185 -2.4501 0.7749
H 0.4926 -1.9246 -0.8045
H 3.9601 -0.3877 0.2708
H 0.3143 1.5036 0.0693
H 0.7918 0.3058 -1.2803
H -2.0364 1.4291 0.9410
H -2.6654 1.7578 -0.6596
H -3.3211 0.4120 0.2872

---

Version x
The following is a DFT calculation (wB97M-V/def2-TZVPD) of a cluster of 2 separate species, C2H8N4O in total.

gap between HOMO and LUMO = 0.3707 hartree
HOMO energy = -0.3371 Ha
E_LUMO = 0.9 eV
charge = 0

Atoms and positions in Å:
C 1.8922 1.1169 2.4683
C 0.8556 0.8793 1.3395
N -1.8872 -2.1787 -1.5524
N -2.3336 -1.8494 -2.7657
N 0.9233 1.1685 0.0992
N -1.4384 -1.3557 -0.7682
O -1.2840 -0.0355 -1.2087
H 2.9561 1.0290 2.0493
H 1.5701 2.0461 2.8989
H 1.6693 0.4118 3.1857
H -0.1625 0.6526 1.5348
H -0.6305 0.4554 -0.6222
H -1.9013 -1.0970 -3.2641
H -2.2228 -2.7101 -3.3974
H 1.9936 1.4668 0.0029

---

The data favor version x; the next most stable structure lies 2.531 eV above it.